Molecular formula: C4H12
Method: DFT, ωB97M-V/def2-TZVPD

Output
LUMO energy (spin up / spin down)   -3.041 / -11.204 eV
Gap between HOMO and LUMO (spin up / spin down)   13.23 / 4.34 eV
⟨S²⟩   0.753
HOMO energy (spin up / spin down)   -16.276 / -15.541 eV
Strongest force on any atom   0.025 hartree/bohr

```
! wB97M-V def2-TZVPD RIJCOSX def2/J DEFGRID3
* xyz 1 2
C -0.875 -0.720 -1.684
C 0.589 -0.468 -1.973
H -0.982 -1.238 -0.723
H -1.447 0.213 -1.775
H -1.388 -1.308 -2.453
H 1.047 0.053 -1.091
H 0.721 0.181 -2.842
H 1.109 -1.411 -2.118
C 0.649 0.893 1.426
C -0.424 0.250 2.236
H 1.304 0.172 0.915
H 0.229 1.659 0.742
H 1.416 1.558 1.925
H 0.037 0.056 3.236
H -0.698 -0.795 1.978
H -1.288 0.904 2.202
*
```

---

Molecular formula: C4H12
Method: DFT, ωB97M-V/def2-TZVPD

Output
LUMO energy (spin up / spin down)   -3.651 / -11.242 eV
Gap between HOMO and LUMO (spin up / spin down)   11.15 / 3.55 eV
⟨S²⟩   0.753
HOMO energy (spin up / spin down)   -14.799 / -14.794 eV
Strongest force on any atom   0.029 hartree/bohr

```
! wB97M-V def2-TZVPD RIJCOSX def2/J DEFGRID3
* xyz 1 2
C -1.260 2.091 -1.088
C -1.484 1.543 0.332
H -2.201 2.148 -1.642
H -0.970 3.122 -0.941
H -0.479 1.613 -1.681
H -0.562 1.471 0.920
H -2.059 0.632 0.405
H -2.094 2.317 0.791
C 0.790 -2.239 0.077
C 2.010 -1.450 0.807
H 0.416 -3.224 0.349
H -0.025 -1.518 -0.065
H 1.269 -2.447 -0.905
H 2.594 -2.388 0.914
H 1.533 -0.889 1.616
H 2.522 -0.781 0.111
*
```